one | {
  "formula": "C19H28N2O4S",
  "method": "wB97M-V/def2-TZVPD",
  "symbols": ["O", "C", "N", "C", "H", "C", "H", "H", "C", "C", "C", "C", "H", "H", "H", "H", "H", "H", "H", "H", "H", "C", "H", "O", "C", "C", "C", "C", "C", "C", "H", "H", "S", "O", "O", "N", "H", "C", "C", "H", "H", "C", "H", "H", "C", "H", "H", "C", "H", "H", "H", "H", "H", "H"],
  "coordinates": [[2.07, -0.36, 2.20], [2.72, -0.29, 1.17], [3.39, 0.82, 0.80], [4.28, 0.88, -0.34], [4.31, 1.92, -0.68], [5.69, 0.39, 0.00], [5.61, -0.56, 0.53], [6.23, 0.22, -0.93], [6.49, 1.37, 0.86], [5.78, 1.77, 2.15], [4.59, 2.71, 1.90], [3.27, 1.99, 1.65], [2.85, 1.64, 2.59], [2.56, 2.69, 1.19], [4.83, 3.38, 1.07], [4.44, 3.35, 2.78], [6.50, 2.28, 2.79], [5.43, 0.88, 2.68], [6.70, 2.27, 0.28], [7.44, 0.90, 1.11], [3.87, 0.28, -1.16], [2.77, -1.50, 0.23], [2.19, -2.30, 0.70], [2.30, -1.24, -1.08], [0.97, -1.02, -1.29], [0.59, -0.85, -2.62], [-0.73, -0.63, -2.94], [-1.68, -0.57, -1.93], [-1.31, -0.73, -0.61], [0.02, -0.95, -0.28], [0.28, -1.06, 0.76], [-2.06, -0.67, 0.16], [-3.38, -0.31, -2.42], [-3.87, -1.55, -2.96], [-3.45, 0.87, -3.23], [-4.13, 0.03, -0.96], [-4.58, 0.93, -1.01], [-4.96, -1.01, -0.39], [-5.20, -0.77, 1.12], [-4.57, 0.04, 1.48], [-4.95, -1.67, 1.68], [-6.69, -0.47, 1.26], [-7.07, -0.72, 2.25], [-6.88, 0.59, 1.08], [-7.32, -1.30, 0.15], [-7.34, -2.35, 0.44], [-8.34, -0.99, -0.08], [-6.37, -1.10, -1.02], [-6.59, -0.15, -1.52], [-6.42, -1.89, -1.77], [-4.41, -1.93, -0.56], [-1.04, -0.49, -3.96], [1.35, -0.90, -3.38], [3.80, -1.85, 0.10]],
  "spin_multiplicity": 1,
  "gap_ev": 9.62,
  "smiles": "O=C(COc1ccc(S(=O)(=O)NC2CCCC2)cc1)N1CCCCCC1",
  "lumo_energy_ha": 0.02642
}

=====

two | {
  "formula": "C19H28N2O4S",
  "method": "wB97M-V/def2-TZVPD",
  "symbols": ["C", "O", "C", "C", "C", "O", "N", "C", "H", "C", "H", "H", "C", "C", "H", "C", "H", "H", "H", "H", "O", "C", "C", "C", "C", "C", "C", "H", "H", "C", "O", "N", "H", "C", "C", "H", "H", "S", "C", "H", "H", "H", "H", "H", "H", "H", "H", "H", "H", "H", "H", "H", "H", "H"],
  "coordinates": [[3.57, 4.50, 5.26], [4.68, 3.65, 5.42], [4.71, 2.55, 4.54], [5.02, 2.92, 3.08], [3.79, 3.24, 2.25], [3.50, 4.39, 1.95], [3.02, 2.20, 1.83], [3.21, 0.80, 2.09], [4.12, 0.62, 2.66], [2.01, 0.23, 2.86], [2.14, -0.84, 3.00], [1.93, 0.71, 3.84], [0.71, 0.49, 2.09], [0.59, 1.99, 1.78], [-0.29, 2.17, 1.15], [1.84, 2.47, 1.04], [1.79, 3.54, 0.86], [1.92, 1.94, 0.09], [0.47, 2.54, 2.71], [-0.14, 0.16, 2.71], [0.78, -0.29, 0.91], [-0.34, -0.53, 0.17], [-1.63, -0.15, 0.51], [-2.68, -0.48, -0.33], [-2.47, -1.16, -1.52], [-1.17, -1.54, -1.85], [-0.12, -1.23, -1.01], [0.88, -1.54, -1.25], [-0.96, -2.11, -2.75], [-3.67, -1.46, -2.36], [-4.78, -1.57, -1.89], [-3.43, -1.59, -3.69], [-2.48, -1.58, -4.03], [-4.45, -2.01, -4.61], [-4.55, -3.53, -4.71], [-4.92, -3.96, -3.79], [-5.20, -3.82, -5.54], [-2.91, -4.29, -5.03], [-2.54, -4.94, -3.38], [-3.23, -5.75, -3.15], [-1.52, -5.32, -3.41], [-2.62, -4.15, -2.64], [-4.24, -1.58, -5.59], [-5.41, -1.62, -4.24], [-3.69, -0.20, -0.07], [-1.84, 0.38, 1.42], [3.28, 0.27, 1.13], [5.64, 3.82, 3.09], [5.59, 2.12, 2.60], [3.75, 2.00, 4.61], [5.51, 1.91, 4.93], [3.56, 4.98, 4.27], [2.63, 3.95, 5.39], [3.66, 5.26, 6.03]],
  "spin_multiplicity": 1,
  "gap_ev": 9.38,
  "smiles": "COCCC(=O)N1CCC(Oc2ccc(C(=O)NCCSC)cc2)CC1",
  "lumo_energy_ha": 0.02197
}

=====

Which of them is the most stable? Correct choice: two.

=====

one | {
  "formula": "C9H9P",
  "method": "wB97M-V/def2-TZVPD",
  "symbols": ["C", "C", "C", "C", "C", "C", "C", "C", "C", "P", "H", "H", "H", "H", "H", "H", "H", "H", "H"],
  "coordinates": [[-0.12, -2.36, 0.06], [-1.44, -2.19, -0.06], [-1.87, 1.71, 0.06], [-0.42, -0.06, -0.06], [0.50, -1.06, -0.04], [-0.59, 1.35, -0.05], [-1.74, -0.75, 0.04], [2.01, -0.85, 0.03], [0.60, 2.30, -0.01], [-3.03, 0.32, 0.00], [0.58, -3.14, 0.02], [-2.23, -3.00, -0.19], [-2.18, 2.67, 0.17], [2.42, -1.24, 1.08], [2.37, 0.22, -0.26], [2.45, -1.43, -0.66], [0.42, 3.21, 0.36], [0.88, 2.39, -0.99], [1.38, 1.91, 0.48]],
  "spin_multiplicity": 1,
  "gap_ev": [6.58, 6.57],
  "smiles": "CC1=CC=C2P=CC(C)=C12",
  "lumo_energy_ha": [-0.04229, -0.04231]
}

=====

two | {
  "formula": "C9H9P",
  "method": "wB97M-V/def2-TZVPD",
  "symbols": ["C", "C", "C", "C", "C", "C", "C", "C", "C", "P", "H", "H", "H", "H", "H", "H", "H", "H", "H"],
  "coordinates": [[2.99, 0.09, 0.06], [2.72, -1.19, -0.34], [1.93, 1.05, 0.21], [1.34, -1.59, -0.54], [0.62, 0.56, 0.26], [0.39, -0.69, -0.16], [-2.70, 0.05, -0.21], [-2.65, 1.13, -0.96], [-2.50, -0.33, 1.23], [-2.31, -1.64, -0.10], [4.01, 0.55, 0.14], [3.50, -1.84, -0.63], [2.11, 2.10, 0.32], [1.10, -2.65, -0.68], [-0.27, 1.21, 0.50], [-2.58, 1.03, -1.97], [-2.75, 2.08, -0.61], [-1.63, 0.22, 1.62], [-3.33, -0.15, 1.86]],
  "spin_multiplicity": 1,
  "gap_ev": [7.64, 7.74],
  "lumo_energy_ha": [-0.01545, -0.03101]
}

=====

Which of them is the most stable? Correct choice: one.